[1]
Below is C31H32N2OSiZn as an isolated structure at a distorted geometry, with properties calculated with ωB97M-V with the def2-TZVPD basis set.

Structure (XYZ):
```
68
C31H32N2OSiZn ωB97M-V with the def2-TZVPD basis set
C 2.009 1.828 0.204
C 1.736 -3.072 -0.811
H 1.568 2.519 -0.518
H 3.080 1.672 -0.020
H 1.945 2.224 1.215
H 1.045 -3.068 -1.651
H 1.872 -2.057 -0.430
H 2.716 -3.395 -1.182
C -0.693 3.170 1.518
C -1.918 3.770 1.841
C -3.021 3.441 1.054
C -2.853 2.569 -0.022
H 0.199 3.386 2.115
H -1.967 4.461 2.678
H -4.010 3.841 1.269
H -3.702 2.237 -0.616
N -0.541 2.336 0.493
C -1.572 2.039 -0.313
C -1.375 1.092 -1.456
N -0.259 0.313 -1.527
C -0.144 -0.608 -2.513
C -2.322 -0.074 -3.371
C -1.194 -0.897 -3.391
H 0.805 -1.158 -2.582
H -1.101 -1.754 -4.057
C -2.392 0.946 -2.424
H -3.249 1.619 -2.396
H -3.136 -0.220 -4.077
Zn 1.419 0.042 -0.096
C 1.273 -4.018 0.280
H 1.382 -5.067 -0.015
H 0.230 -3.840 0.537
H 1.847 -3.872 1.196
O 0.706 -1.058 1.281
Si 0.273 -0.875 2.823
C 1.278 0.473 3.635
C 2.675 0.328 3.693
C 3.474 1.354 4.209
C 2.887 2.540 4.663
C 1.496 2.682 4.627
C 0.694 1.643 4.130
C -1.527 -0.419 2.966
C -2.083 -0.148 4.224
C -3.419 0.251 4.335
C -4.212 0.352 3.190
C -3.678 0.009 1.945
C -2.349 -0.408 1.841
C 0.459 -2.487 3.750
C 1.298 -2.630 4.860
C 1.435 -3.876 5.487
C 0.723 -4.987 5.018
C -0.132 -4.843 3.921
C -0.275 -3.595 3.304
H 3.140 -0.597 3.334
H 4.555 1.220 4.255
H 3.507 3.351 5.049
H 1.022 3.599 4.986
H -0.394 1.752 4.131
H -1.468 -0.246 5.126
H -3.832 0.487 5.317
H -5.249 0.683 3.264
H -4.294 0.073 1.045
H -1.952 -0.725 0.877
H 1.851 -1.771 5.239
H 2.106 -3.983 6.344
H 0.835 -5.960 5.502
H -0.683 -5.700 3.535
H -0.954 -3.491 2.452
```

Calculated values
E_LUMO = -0.39 eV
molecular weight = 542.086 g/mol
highest occupied orbital energy = -8.01 eV
energy relative to the best compared isomer or geometry (same formula, charge and spin) = 12.06 kcal/mol
multiplicity = 1



[2]
Below is C31H32N6O5Rb as an isolated structure, with properties calculated with ωB97M-V with the def2-TZVPD basis set.

Structure (XYZ):
```
75
C31H32N6O5Rb ωB97M-V with the def2-TZVPD basis set
Rb 1.930 0.235 2.392
C -4.579 -3.384 -1.830
C -3.404 -2.718 -1.165
C -3.557 -1.856 -0.103
C -2.433 -1.314 0.530
C -2.419 -0.542 1.731
N -3.164 0.474 2.048
C -3.884 1.285 1.065
C -2.908 1.809 0.006
C -1.760 2.650 0.598
N -0.485 2.387 -0.054
C -0.134 2.925 -1.192
C 1.052 2.680 -1.887
C 1.235 3.285 -3.162
C 2.356 3.084 -3.902
C 2.567 3.714 -5.252
C 3.353 2.219 -3.362
C 3.241 1.600 -2.155
C 4.298 0.697 -1.624
N 4.751 -0.369 -2.138
C 4.174 -0.898 -3.378
C 2.742 -1.383 -3.176
C 2.599 -2.520 -2.151
N 1.440 -2.243 -1.329
C 0.341 -2.768 -1.660
C -0.949 -2.456 -1.037
C -2.087 -2.999 -1.589
C -1.086 -1.499 0.043
O -0.189 -0.768 0.520
C 2.081 1.842 -1.306
O 1.999 1.367 -0.154
H -5.518 -2.956 -1.478
H -4.608 -4.457 -1.623
H -4.547 -3.265 -2.916
H -4.550 -1.653 0.288
H -1.641 -0.781 2.451
H -2.881 0.969 2.930
H -4.343 2.107 1.616
H -4.682 0.712 0.597
H -3.469 2.387 -0.733
H -2.480 0.954 -0.519
H -1.624 2.462 1.663
H -1.976 3.715 0.494
H 0.160 1.684 0.320
H -0.850 3.624 -1.624
H 0.442 3.923 -3.544
H 1.740 4.379 -5.506
H 2.641 2.959 -6.039
H 3.488 4.301 -5.278
H 4.252 2.051 -3.948
H 4.705 0.973 -0.651
H 4.807 -1.733 -3.689
H 4.194 -0.167 -4.188
H 2.322 -1.693 -4.138
H 2.133 -0.549 -2.826
H 3.477 -2.544 -1.506
H 2.519 -3.491 -2.665
H 0.283 -3.484 -2.500
H -1.960 -3.677 -2.431
O -1.924 1.930 3.814
C -0.768 1.454 4.047
O 0.328 1.956 3.778
C -0.756 0.089 4.732
C -1.446 -0.111 5.921
C -1.387 -1.356 6.523
C -0.663 -2.365 5.908
C -0.031 -2.081 4.709
N -0.070 -0.884 4.126
H -2.005 0.708 6.353
H -1.894 -1.536 7.464
H -0.574 -3.348 6.349
H 0.552 -2.839 4.199
O 3.361 -1.531 5.691
C 3.839 -0.968 4.723
N 4.284 -0.403 3.780
```

Calculated values
E_LUMO = 1.97 eV
molecular weight = 654.102 g/mol
charge = -1
highest occupied orbital energy = -4.54 eV
energy relative to the best compared isomer or geometry (same formula, charge and spin) = 29.10 kcal/mol
multiplicity = 1



[3]
Below is C31H33BrCl2N7O5V as an isolated structure, with properties calculated with ωB97M-V with the def2-TZVPD basis set.

Structure (XYZ):
```
80
C31H33BrCl2N7O5V ωB97M-V with the def2-TZVPD basis set
V 1.110 0.520 -0.863
O 3.227 1.314 -0.862
C 4.202 0.336 -0.497
C 3.782 -1.060 -0.889
C 4.698 -2.101 -0.902
C 4.253 -3.374 -1.211
C 2.909 -3.565 -1.497
C 2.060 -2.475 -1.462
N 2.492 -1.242 -1.171
H 3.391 1.607 -1.766
H 4.297 0.402 0.587
H 5.168 0.583 -0.938
H 5.738 -1.912 -0.671
H 4.945 -4.205 -1.230
H 2.522 -4.544 -1.742
H 0.997 -2.550 -1.659
Cl 2.153 -0.014 6.948
C 1.873 0.031 5.236
C 2.503 1.013 4.463
C 2.302 1.058 3.111
Cl 3.096 2.299 2.192
C 1.457 0.137 2.406
O 1.303 0.193 1.147
C 0.811 -0.827 3.245
C -0.127 -1.800 2.746
O -0.592 -1.887 1.614
C 1.046 -0.871 4.633
H 3.150 1.741 4.934
H -0.461 -2.523 3.516
H 0.551 -1.629 5.228
N -2.310 1.276 -1.662
C -2.556 0.080 -0.847
C -4.028 -0.363 -0.795
C -4.529 -0.679 0.614
C -3.835 -1.872 1.260
N -4.115 -3.096 0.512
C -3.227 -3.985 0.091
N -3.640 -4.923 -0.782
N -1.992 -4.051 0.575
C -1.599 -1.052 -1.295
O -2.059 -2.167 -1.560
O -0.368 -0.751 -1.366
H -2.818 2.059 -1.264
H -2.693 1.131 -2.591
H -2.225 0.316 0.171
H -4.147 -1.241 -1.433
H -4.649 0.432 -1.212
H -5.609 -0.856 0.596
H -4.375 0.183 1.270
H -4.168 -1.996 2.293
H -2.760 -1.715 1.273
H -5.071 -3.241 0.229
H -4.430 -4.731 -1.372
H -2.977 -5.593 -1.129
H -1.585 -3.244 1.071
H -1.321 -4.501 -0.027
Br -0.540 5.182 4.681
C -0.262 4.379 2.996
C 0.446 5.063 2.021
C 0.671 4.459 0.795
C 0.186 3.180 0.551
C -0.522 2.503 1.536
C -0.753 3.104 2.760
N 0.437 2.505 -0.681
C 0.375 3.173 -1.768
C 0.629 2.470 -3.029
C 0.460 3.072 -4.264
C 0.652 2.307 -5.405
C 0.996 0.973 -5.266
C 1.155 0.449 -3.992
N 0.991 1.183 -2.893
H 0.840 6.048 2.227
H 1.272 4.967 0.052
H -0.860 1.495 1.342
H -1.293 2.579 3.536
H 0.095 4.225 -1.790
H 0.172 4.113 -4.324
H 0.526 2.744 -6.387
H 1.140 0.339 -6.129
H 1.414 -0.590 -3.833
```

Calculated values
E_LUMO (alpha / beta) = -2.84 / -2.98 eV
molecular weight = 785.403 g/mol
charge = +1
highest occupied orbital energy (alpha / beta) = -9.11 / -9.72 eV
<S²> = 3.76
energy relative to the best compared isomer or geometry (same formula, charge and spin) = 19.10 kcal/mol
multiplicity = 4



[4]
Below is C31H33BrCrN7O2 as an isolated structure, with properties calculated with ωB97M-V with the def2-TZVPD basis set.

Structure (XYZ):
```
75
C31H33BrCrN7O2 ωB97M-V with the def2-TZVPD basis set
Cr 0.192 -0.108 0.234
C 0.147 -1.524 -2.462
C 1.585 -1.055 -2.284
N 1.840 -0.907 -0.835
C 3.109 -0.215 -0.514
C 3.085 0.183 0.926
C 4.193 0.148 1.724
C 4.097 0.681 3.013
C 2.913 1.254 3.411
C 1.824 1.224 2.550
C 0.554 1.929 2.932
N -0.550 1.714 2.022
C -0.474 1.866 0.660
C -1.319 0.073 -1.063
N -0.662 -1.167 -1.287
N 1.884 0.659 1.349
H 0.092 -2.606 -2.534
H -0.265 -1.139 -3.397
H 1.764 -0.087 -2.746
H 2.275 -1.756 -2.751
H 1.882 -1.836 -0.416
H 3.151 0.684 -1.133
H 3.985 -0.815 -0.755
H 5.121 -0.263 1.351
H 4.950 0.658 3.680
H 2.807 1.708 4.389
H 0.789 2.997 2.984
H 0.256 1.608 3.924
H -1.370 1.268 2.397
H 0.303 2.537 0.301
H -1.431 2.066 0.203
H -1.651 0.451 -3.087
H -2.304 -0.100 -0.652
H -1.296 -1.915 -0.933
O -2.346 -2.498 0.084
C -1.805 -2.324 1.180
N -2.052 -3.069 2.266
C -1.296 -2.671 3.444
C -0.503 -1.502 2.829
O 0.292 -0.846 3.454
N -0.844 -1.323 1.479
C -2.236 -2.216 4.559
C -2.756 -3.169 5.430
C -3.686 -2.808 6.396
C -4.099 -1.488 6.508
C -3.585 -0.530 5.645
C -2.659 -0.897 4.677
C -0.304 -3.751 3.888
C -0.072 -4.875 3.107
C 0.849 -5.838 3.514
C 1.549 -5.671 4.695
C 1.331 -4.538 5.472
C 0.411 -3.582 5.072
H -2.765 -3.780 2.262
H -2.424 -4.199 5.365
H -4.081 -3.560 7.068
H -4.817 -1.206 7.268
H -3.901 0.503 5.733
H -2.259 -0.135 4.014
H -0.618 -5.021 2.183
H 1.003 -6.724 2.911
H 2.256 -6.425 5.019
H 1.870 -4.408 6.402
H 0.236 -2.709 5.689
Br -1.966 4.931 -4.638
C -1.746 3.485 -3.546
C -0.443 2.973 -3.276
C -0.288 1.844 -2.571
N -1.474 1.024 -2.254
C -2.724 1.823 -2.112
C -2.851 2.951 -2.822
H 0.435 3.533 -3.576
H 0.645 1.457 -2.199
H -3.489 1.361 -1.506
H -3.797 3.478 -2.799
```

Calculated values
E_LUMO (alpha / beta) = -5.63 / -7.22 eV
molecular weight = 667.552 g/mol
charge = +2
highest occupied orbital energy (alpha / beta) = -13.11 / -13.11 eV
<S²> = 0.78
energy relative to the best compared isomer or geometry (same formula, charge and spin) = 118.07 kcal/mol
multiplicity = 2



[5]
Below is C31H33F5N9OS5Sc as an isolated structure at a distorted geometry, with properties calculated with ωB97M-V with the def2-TZVPD basis set.

Structure (XYZ):
```
85
C31H33F5N9OS5Sc ωB97M-V with the def2-TZVPD basis set
Sc 0.347 0.330 0.004
C 1.843 -0.763 4.495
N 1.114 0.371 4.004
C 0.609 1.280 5.019
C 0.123 2.630 4.502
N -0.792 2.608 3.365
C -1.549 3.835 3.186
C -0.420 1.756 2.391
N -0.696 1.812 1.095
C -1.179 2.893 0.240
C -0.746 2.492 -1.168
N -1.188 1.113 -1.426
C -2.024 0.818 -2.375
N -2.754 1.656 -3.152
C -2.659 3.090 -3.286
C -3.471 0.945 -4.198
C -3.076 -0.506 -3.974
N -2.416 -0.472 -2.679
C -1.759 -1.690 -2.303
H 1.194 -1.345 5.158
H 2.745 -0.501 5.063
H 2.140 -1.398 3.659
H 1.388 1.515 5.762
H -0.199 0.764 5.552
H 1.000 3.231 4.225
H -0.373 3.142 5.329
H -2.129 4.031 4.090
H -2.240 3.722 2.359
H -0.900 4.696 2.997
H -0.757 3.867 0.503
H -2.276 2.972 0.260
H 0.353 2.507 -1.211
H -1.038 3.217 -1.927
H -1.711 3.391 -3.738
H -2.807 3.598 -2.332
H -3.465 3.403 -3.949
H -3.147 1.300 -5.179
H -4.548 1.113 -4.095
H -2.365 -0.848 -4.738
H -3.932 -1.183 -3.960
H -1.320 -2.171 -3.182
H -2.468 -2.380 -1.837
H -0.962 -1.512 -1.589
O 7.114 1.408 2.905
C 5.964 1.404 2.569
S 4.640 0.721 3.552
C 3.357 0.977 2.417
C 3.697 1.539 1.238
S 2.568 1.985 -0.070
S 5.386 1.901 0.967
S 1.463 1.046 2.493
F 2.169 -4.222 -4.209
C 1.731 -2.956 -4.266
C 1.755 -2.151 -3.141
F 2.177 -2.665 -1.980
C 1.296 -0.852 -3.223
F 1.270 -0.139 -2.017
C 0.804 -0.247 -4.387
S 0.227 1.374 -4.500
C 0.801 -1.115 -5.500
F 0.339 -0.682 -6.678
C 1.240 -2.423 -5.452
F 1.202 -3.190 -6.546
N -0.139 -3.090 1.233
C -1.319 -2.383 1.189
C -2.483 -3.117 1.489
C -3.696 -2.485 1.466
C -3.741 -1.126 1.153
C -2.561 -0.486 0.876
N -1.349 -1.089 0.878
C 1.194 -2.733 1.089
C 2.133 -3.702 1.466
C 3.472 -3.427 1.323
C 3.852 -2.199 0.799
C 2.866 -1.305 0.454
N 1.542 -1.546 0.602
H -0.260 -4.047 1.526
H -2.403 -4.167 1.734
H -4.600 -3.035 1.691
H -4.669 -0.578 1.122
H -2.537 0.563 0.630
H 1.795 -4.648 1.863
H 4.210 -4.162 1.613
H 4.887 -1.926 0.659
H 3.113 -0.350 0.016
```

Calculated values
E_LUMO = -0.38 eV
molecular weight = 847.948 g/mol
highest occupied orbital energy = -6.47 eV
multiplicity = 1



[6]
Below is C31H33F6MoN3O3SbSe4Te as an isolated structure at a distorted geometry, with properties calculated with ωB97M-V with the def2-TZVPD basis set.

Structure (XYZ):
```
83
C31H33F6MoN3O3SbSe4Te ωB97M-V with the def2-TZVPD basis set
Mo -1.306 1.547 0.130
C 4.505 -0.975 5.153
O 3.668 -0.930 4.005
C 3.317 -2.108 3.428
C 3.733 -3.355 3.854
C 3.272 -4.500 3.205
C 2.378 -4.385 2.159
C 1.958 -3.128 1.728
C 2.441 -1.981 2.339
N 2.088 -0.656 2.016
C 1.169 -0.225 1.108
N 1.225 -0.850 -0.072
C 0.243 -0.939 -1.077
C -0.944 -0.212 -1.062
C -1.849 -0.563 -2.099
C -1.556 -1.488 -3.080
C -0.321 -2.134 -3.099
C 0.562 -1.871 -2.078
O 1.776 -2.481 -1.925
C 2.198 -3.356 -2.959
N 0.399 0.820 1.350
C 0.512 1.272 2.724
C 1.225 2.413 3.036
C 1.315 2.859 4.348
C 0.676 2.148 5.350
C 0.027 0.953 5.064
C -0.018 0.486 3.758
O -0.504 -0.722 3.405
C -0.682 -1.687 4.439
H 4.607 0.052 5.490
H 5.489 -1.380 4.906
H 4.053 -1.572 5.948
H 4.413 -3.448 4.690
H 3.613 -5.474 3.534
H 1.993 -5.270 1.668
H 1.223 -3.061 0.937
H 2.282 -0.008 2.764
H 1.984 -1.501 -0.183
H -2.826 -0.108 -2.131
H -2.289 -1.709 -3.847
H -0.083 -2.836 -3.888
H 3.186 -3.704 -2.678
H 2.257 -2.833 -3.915
H 1.526 -4.210 -3.053
H 1.714 2.953 2.237
H 1.866 3.763 4.575
H 0.685 2.514 6.371
H -0.461 0.395 5.853
H -0.887 -2.628 3.937
H -1.525 -1.432 5.080
H 0.229 -1.782 5.038
Se -0.894 3.913 1.181
Se -2.936 4.829 1.726
Se -4.061 4.925 -0.166
Se -3.377 2.294 -0.942
C -0.978 0.922 -8.126
C -1.143 1.276 -6.670
C -2.385 1.602 -6.144
C -2.546 2.043 -4.830
C -3.933 2.416 -4.364
C -1.407 2.122 -4.020
Te -1.401 3.172 -2.166
C -0.148 1.751 -4.509
C 1.094 1.820 -3.648
C -0.039 1.332 -5.828
H -1.940 0.722 -8.599
H -0.338 0.047 -8.248
H -0.507 1.749 -8.661
H -3.264 1.550 -6.781
H -4.627 2.423 -5.206
H -3.954 3.401 -3.898
H -4.306 1.699 -3.631
H 0.889 1.469 -2.637
H 1.470 2.846 -3.581
H 1.888 1.204 -4.067
H 0.941 1.072 -6.219
F -2.441 0.503 1.833
Sb -3.856 0.967 3.125
F -4.560 2.124 1.808
F -2.691 2.311 3.723
F -5.201 1.490 4.312
F -3.090 -0.207 4.376
F -4.815 -0.455 2.375
```

Calculated values
E_LUMO (alpha / beta) = -1.58 / -1.93 eV
molecular weight = 1270.751 g/mol
highest occupied orbital energy (alpha / beta) = -7.70 / -7.82 eV
<S²> = 4.02
energy relative to the best compared isomer or geometry (same formula, charge and spin) = 2.99 kcal/mol
multiplicity = 4